[1]
Entry from the Open Molecules 2025 dataset: CH6ClN2OP as an isolated structure (ωB97M-V with the def2-TZVPD basis set).

Last column: Löwdin charge in e.
Element x y z (Å)
C 1.32 -2.86 -1.13  -0.33
N -0.63 2.07 -0.63  -0.11
N -1.28 0.70 1.48  -0.11
O 1.04 1.62 1.48  -0.37
P 0.08 1.05 0.55  0.42
Cl 1.43 -1.22 -0.42  0.49
H 1.17 -2.72 -2.10  -0.07
H 0.73 -3.52 -0.63  -0.04
H -0.73 1.58 -1.49  0.02
H -0.12 2.92 -0.52  0.03
H -0.95 0.19 2.30  0.04
H -2.06 0.19 1.11  0.03

Lowest unoccupied orbital energy (spin up / spin down) ... -0.66 / -0.67 eV
HOMO (spin up / spin down) ... -9.253 / -7.684 eV


[2]
Entry from the Open Molecules 2025 dataset: one molecule with the formula CH6ClNSi (ωB97M-V with the def2-TZVPD basis set).

Last column: Löwdin charge in e.
Element x y z (Å)
C 0.78 1.32 0.25  -0.24
Si -0.55 -0.04 -0.33  -0.01
N -0.01 -1.59 0.09  -0.14
Cl -2.45 0.18 0.28  0.30
H 1.90 1.09 0.17  0.03
H 0.72 2.28 -0.36  0.02
H 0.45 1.45 1.36  0.03
H -0.76 -0.18 -1.76  -0.05
H 0.61 -2.21 0.57  0.02
H -0.70 -2.29 -0.27  0.04

Lowest unoccupied orbital energy ... 0.85 eV
HOMO ... -9.789 eV